ORCA calculation (the ωB97M-V functional and the def2-TZVPD basis) on H20K3O14P as an isolated structure in a non-equilibrium geometry.

XYZ file:
```
38
Properties=species:S:1:pos:R:3:forces:R:3:nbo_charge:R:1
K 0.998 -3.061 0.693 -0.2 0.3 -0.3 0.98
K -2.782 0.652 -0.975 0.0 -0.1 -0.2 0.98
K 0.478 1.841 2.775 0.2 -0.1 0.1 0.98
P -0.024 -0.103 0.196 -0.1 -0.1 2.4 2.54
O 3.124 -0.451 0.290 1.9 -0.3 0.1 -0.99
O 2.286 0.804 -3.017 0.6 -0.2 -1.1 -0.98
O 1.790 2.332 -0.650 0.9 1.1 0.3 -0.98
O -0.586 1.444 0.307 0.7 -4.0 -0.1 -1.32
O 0.854 -0.262 -1.028 -0.2 0.0 -0.1 -1.28
O 0.830 -2.509 -2.309 0.2 -1.4 -0.3 -0.99
O -1.078 -1.260 0.178 0.1 2.0 -0.2 -1.30
O 0.833 -0.372 1.523 -1.3 0.9 -1.6 -1.35
O 1.594 -0.945 3.927 0.4 0.1 1.0 -0.98
O -2.613 1.986 1.776 -1.3 0.3 0.7 -0.98
O -1.182 3.972 -0.109 -0.1 1.1 -0.1 -0.95
O -0.904 -0.038 -3.069 -1.2 0.1 -0.5 -0.99
O -1.769 -0.980 2.899 -0.3 0.1 1.0 -0.96
O -2.542 -3.367 -0.774 -0.5 -0.7 -0.1 -0.97
H 1.734 0.241 -2.475 0.0 0.2 0.3 0.48
H -2.251 -1.623 2.380 0.0 0.0 -0.3 0.47
H -2.250 2.618 2.397 -0.4 0.3 0.1 0.46
H 2.298 1.551 -0.431 0.3 -0.4 0.1 0.48
H -0.632 -0.610 -3.787 -0.1 0.2 -0.3 0.47
H -1.126 -0.614 2.291 0.3 -0.4 -0.2 0.47
H -2.098 3.715 -0.220 -0.2 0.0 0.2 0.45
H -3.222 -2.995 -1.336 -0.1 -0.1 -0.2 0.45
H 2.508 -0.756 -0.376 -0.3 0.3 -0.3 0.48
H -0.757 3.194 0.253 0.0 -0.5 -0.2 0.48
H -1.978 -2.625 -0.558 0.6 0.8 0.2 0.50
H -1.846 1.568 1.384 0.9 -0.3 -0.7 0.48
H 1.492 -0.774 2.991 -0.4 0.0 -0.9 0.49
H -0.289 -0.232 -2.362 0.7 0.2 0.7 0.49
H 2.553 1.514 -2.432 -0.2 0.3 0.1 0.48
H 2.570 -0.140 1.005 -0.5 -0.1 0.2 0.48
H 0.893 2.114 -0.399 -0.5 -0.1 -0.2 0.48
H 0.842 -1.709 -1.784 0.0 1.0 0.4 0.49
H 0.469 -2.237 -3.153 0.0 -0.3 -0.1 0.46
H 1.782 -1.882 3.981 0.0 -0.1 0.3 0.46
```
Positions in Å, forces in eV/Å.

Net charge: 0
HOMO, eV: -9.644
Electronic energy, eV: -87262.0000
Gap between HOMO and LUMO, eV: 9.043

***

ORCA calculation (the ωB97M-V functional and the def2-TZVPD basis) on a 5-piece molecular cluster, C27H59NO8 overall in a non-equilibrium geometry.

XYZ file:
```
95
Properties=species:S:1:pos:R:3:forces:R:3:lowdin_charge:R:1
O -0.939 3.685 0.626 -0.5 0.3 -0.4 0.08
O -1.706 2.709 -1.196 -0.2 0.4 -0.1 0.08
O 2.095 -3.267 -0.649 -0.1 0.2 -0.1 -0.09
O -6.608 5.332 0.813 -0.2 0.0 0.0 -0.09
O 6.702 -2.745 6.033 -0.1 0.1 -0.2 -0.08
O -2.776 4.567 -0.412 1.8 -1.8 0.2 0.12
O 4.701 -0.789 2.041 0.1 0.5 0.4 -0.13
O -3.402 -4.081 -0.096 0.0 0.1 0.0 -0.18
N 3.002 3.342 1.529 -0.1 -0.4 -0.6 0.15
C -1.889 3.728 -0.342 -1.3 1.2 0.1 -0.52
C 6.583 -0.335 3.526 -0.1 -0.1 -0.1 -0.09
C 1.315 3.526 -0.252 0.2 -0.2 0.4 -0.06
C -6.289 4.858 -1.551 0.1 -0.1 0.0 -0.09
C 5.929 -3.544 5.140 0.0 -0.2 0.3 -0.32
C 0.155 -0.164 -2.277 0.0 0.6 -1.4 -0.15
C 5.698 0.173 2.405 -0.1 0.1 0.3 -0.30
C -2.278 -4.468 0.661 -0.3 0.0 0.2 -0.12
C -0.101 -0.459 -3.781 -0.2 -0.3 0.4 -0.19
C -4.547 0.176 -2.387 -0.5 -0.6 0.0 -0.18
C 2.574 2.959 0.389 0.1 0.4 0.2 -0.41
C -0.655 1.800 -0.716 -0.7 0.4 0.4 -0.32
C 2.910 -2.315 0.036 0.2 -0.3 0.0 -0.33
C -1.393 0.735 0.093 0.5 -0.7 -0.2 -0.15
C -4.103 -2.239 -1.487 -0.5 0.0 0.5 -0.16
C -3.575 -2.669 -0.121 0.2 -0.4 -0.6 -0.23
C -0.473 -0.174 0.916 -0.4 0.3 -0.1 -0.05
C -2.570 0.202 -4.043 0.1 -0.5 -0.1 -0.18
C 0.088 1.346 -1.977 0.3 -0.4 0.7 -0.08
C -6.900 5.775 -0.510 0.2 0.0 0.1 -0.32
C -4.013 -0.262 -3.766 0.1 0.9 0.0 -0.18
C 0.085 2.739 0.257 0.3 0.9 -0.1 -0.18
C 4.383 -2.664 -0.046 0.2 0.0 -0.3 -0.09
C 4.630 -4.002 5.779 0.0 0.1 0.0 -0.09
C 3.290 1.860 -0.351 -0.4 -0.1 0.6 -0.01
C -4.952 -0.958 -1.418 0.6 0.3 0.1 -0.18
C -1.530 -0.921 -4.066 0.2 0.1 0.0 -0.21
H 4.990 -1.916 0.466 -0.2 -0.4 -0.2 0.05
H -2.269 0.966 -3.332 -0.1 0.1 0.2 0.09
H -1.923 0.089 -0.605 -0.3 0.1 -0.1 0.09
H 4.189 2.246 -0.818 0.2 0.0 -0.1 0.09
H 4.035 -4.593 5.081 0.0 0.0 0.0 0.07
H -1.558 -1.401 -5.042 0.0 -0.1 -0.1 0.11
H -7.986 5.792 -0.597 0.0 0.0 0.1 0.11
H -2.542 0.689 -5.016 0.1 0.1 -0.1 0.11
H 2.590 -2.243 1.080 0.0 0.1 0.0 0.10
H 2.720 -1.353 -0.440 -0.1 0.0 0.0 0.09
H 5.727 -2.924 4.270 0.1 0.0 0.0 0.08
H 1.199 4.548 0.092 -0.1 0.2 0.0 0.13
H -4.243 -2.357 0.680 -0.1 0.0 0.2 0.12
H -3.241 -2.117 -2.132 0.0 0.0 -0.3 0.08
H 4.700 -2.727 -1.087 -0.1 -0.1 -0.1 0.08
H 0.096 0.374 1.660 0.2 0.0 0.1 0.07
H 1.395 3.542 -1.334 -0.1 0.0 -0.2 0.12
H -5.435 0.780 -2.552 -0.1 0.2 0.1 0.10
H -4.856 -0.555 -0.409 -0.1 0.1 0.1 0.10
H 2.237 -4.124 -0.239 0.0 -0.1 0.0 0.08
H -2.146 1.201 0.719 0.0 0.2 0.2 0.14
H 0.121 0.418 -4.384 0.2 0.1 -0.2 0.11
H -1.351 -4.224 0.141 0.2 0.1 0.0 0.08
H -6.008 -1.181 -1.532 -0.1 -0.2 -0.1 0.11
H -1.088 -0.885 1.458 0.0 -0.3 0.0 0.07
H -4.641 0.215 -4.514 -0.2 -0.1 -0.1 0.10
H 4.163 -0.954 2.820 -0.1 0.0 0.1 0.09
H 6.905 -3.277 6.806 0.0 0.0 0.1 0.08
H -6.657 3.839 -1.423 -0.1 0.0 0.0 0.07
H 4.574 -3.636 0.416 0.0 0.0 0.1 0.08
H 1.169 -0.492 -2.079 0.0 -0.3 0.5 0.09
H 3.547 1.084 0.365 0.3 -0.1 0.0 0.07
H 0.204 -0.709 0.260 0.2 -0.2 0.1 0.06
H -6.534 6.799 -0.641 -0.1 0.0 -0.1 0.11
H -0.567 -0.753 -1.730 0.1 -0.1 0.3 0.09
H 6.521 -4.405 4.812 -0.1 0.0 -0.1 0.11
H -3.849 0.836 -1.882 0.3 0.1 -0.1 0.08
H -4.711 -3.048 -1.878 0.1 -0.2 -0.1 0.12
H -2.591 -2.216 0.005 0.1 0.3 0.3 0.10
H -5.202 4.829 -1.447 0.0 0.0 0.0 0.05
H 6.285 0.364 1.508 -0.1 0.0 -0.1 0.11
H 5.993 -0.546 4.420 0.0 0.1 0.1 0.07
H 4.042 -3.141 6.100 0.0 0.0 0.0 0.07
H 2.639 1.411 -1.094 0.2 0.0 -0.2 0.05
H -6.527 5.192 -2.563 0.0 0.0 0.0 0.07
H 2.423 4.092 1.903 0.0 0.1 0.0 0.05
H -2.281 -3.984 1.640 0.1 0.1 0.1 0.08
H 7.075 -1.263 3.232 0.1 0.0 0.0 0.08
H -2.330 -5.536 0.839 0.0 -0.2 -0.2 0.08
H 5.204 1.107 2.692 0.1 0.1 -0.1 0.11
H -0.337 1.891 -2.809 -0.2 0.0 -0.1 0.12
H -1.759 -1.708 -3.348 -0.1 0.0 0.1 0.09
H 4.827 -4.612 6.663 0.0 -0.1 0.0 0.07
H 7.348 0.397 3.786 0.0 0.0 0.0 0.08
H -5.652 5.320 0.909 0.1 0.0 0.0 0.07
H 1.109 1.702 -1.903 0.0 0.0 -0.2 0.07
H -4.116 -1.331 -3.925 0.0 -0.2 0.0 0.10
H 0.562 -1.269 -4.072 0.2 0.0 -0.2 0.11
H 0.372 2.303 1.205 -0.1 -0.5 0.0 0.14
```
Positions in Å, forces in eV/Å.

Net charge: 0
Energy above the lowest of the compared OMol25 structures with the same formula, charge and spin, kcal per mole: 0.0
HOMO, eV: -9.771
Electronic energy, eV: -46824.2045
Gap between HOMO and LUMO, eV: 10.066

***

ORCA calculation (the ωB97M-V functional and the def2-TZVPD basis) on a 2-piece molecular cluster, C3H7NO2 overall.

XYZ file:
```
13
Properties=species:S:1:pos:R:3:forces:R:3:nbo_charge:R:1
O -0.038 0.994 -1.259 0.0 -0.2 0.2 -0.72
O 1.388 -0.724 2.174 0.3 -0.1 -0.1 -0.66
N -1.855 2.109 -0.955 -0.1 -0.1 0.2 -0.82
C -1.169 1.044 -0.542 -0.1 0.5 -0.4 0.25
C 0.581 -1.085 1.155 -0.2 -0.1 -0.3 0.17
C 0.933 -1.751 0.051 0.0 0.0 0.1 -0.61
H -2.736 2.313 -0.518 0.0 0.0 0.0 0.40
H 0.449 0.224 -0.920 0.1 0.1 -0.1 0.51
H -0.429 -0.731 1.320 0.0 -0.1 -0.1 0.21
H -1.529 2.744 -1.678 0.1 -0.1 0.1 0.38
H 0.175 -2.018 -0.676 0.0 0.1 0.1 0.23
H 2.285 -1.022 1.974 0.0 0.0 0.1 0.47
H 1.947 -2.097 -0.126 -0.1 0.0 0.1 0.20
```
Positions in Å, forces in eV/Å.

Net charge: 0
Energy above the lowest of the compared OMol25 structures with the same formula, charge and spin, kcal per mole: 68.8
HOMO, eV: -8.705
Electronic energy, eV: -8807.5449
Gap between HOMO and LUMO, eV: 9.654

***

ORCA calculation (the ωB97M-V functional and the def2-TZVPD basis) on the molecule CH2F2N2 in a non-equilibrium geometry.

XYZ file:
```
7
Properties=species:S:1:pos:R:3:forces:R:3:nbo_charge:R:1
F 1.825 1.046 -0.072 -1.3 -1.4 0.1 -0.29
F 1.302 -1.196 -0.089 0.3 1.3 0.0 -0.30
N -0.426 0.312 -0.082 2.1 2.6 1.9 -0.30
N -1.643 -0.268 -0.092 1.6 -0.9 0.4 -0.59
C 0.890 0.071 0.073 -2.1 -1.4 -0.6 0.76
H -1.521 -1.311 0.031 0.2 1.4 -0.5 0.32
H -0.427 1.347 0.231 -1.0 -1.5 -1.2 0.40
```
Positions in Å, forces in eV/Å.

Net charge: 0
Energy above the lowest of the compared OMol25 structures with the same formula, charge and spin, kcal per mole: 63.6
HOMO (spin up / spin down), eV: -8.230 / -8.219
Electronic energy, eV: -9480.8599
Gap between HOMO and LUMO (spin up / spin down), eV: 8.548 / 8.534

***

ORCA calculation (the ωB97M-V functional and the def2-TZVPD basis) on CNO5S2Sn as an isolated structure in a non-equilibrium geometry.

XYZ file:
```
10
Properties=species:S:1:pos:R:3:forces:R:3:mulliken_spin:R:1
Sn -1.037 -1.229 -0.394 -3.5 -0.3 -5.6 0.01
S 0.407 0.308 1.305 1.0 3.7 -0.6 0.03
S 1.106 -2.406 0.786 0.4 -0.2 -0.2 0.64
O -0.232 -2.997 0.235 1.6 -1.1 1.6 0.19
O 0.589 1.746 -1.904 1.2 0.9 1.1 0.00
O -1.106 0.027 1.071 0.9 1.1 2.8 0.02
O -1.363 1.887 -0.859 0.9 1.0 1.8 0.00
O 0.742 1.610 0.484 -0.7 -2.1 2.3 0.00
N 1.052 -0.864 0.258 0.1 -0.9 0.6 0.11
C -0.159 1.917 -0.982 -2.0 -2.1 -3.8 0.00
```
Positions in Å, forces in eV/Å.

Net charge: 0
HOMO (spin up / spin down), eV: -9.816 / -9.924
Electronic energy, eV: -40263.3262
Gap between HOMO and LUMO (spin up / spin down), eV: 8.999 / 6.687
2S+1: 2
⟨S²⟩: 0.7542

***

ORCA calculation (the ωB97M-V functional and the def2-TZVPD basis) on C28H25AuN10Te as an isolated structure.

XYZ file:
```
65
Properties=species:S:1:pos:R:3:forces:R:3:nbo_charge:R:1
Au 0.117 1.936 -0.774 0.1 0.0 -0.4 0.77
Te -2.325 0.061 1.328 -0.1 0.0 0.1 0.53
N 1.254 6.169 -0.807 0.1 0.0 -0.1 -0.15
N 0.412 4.198 -0.933 -0.2 -0.2 -0.1 -0.50
N -3.870 3.821 -1.406 0.0 0.0 0.2 -0.41
N -1.759 4.839 -1.830 0.0 0.1 0.0 -0.60
N 1.359 0.079 -0.783 -0.3 0.1 0.3 -0.76
N -2.084 2.592 -1.018 0.0 0.1 -0.1 -0.48
N 1.507 4.919 -0.605 -0.1 0.1 0.1 -0.13
N 0.003 6.330 -1.287 0.0 0.0 0.1 -0.42
N -4.236 2.604 -0.969 -0.2 -0.1 -0.2 -0.13
N -3.192 1.872 -0.755 0.0 0.2 0.1 -0.19
C -3.738 -2.470 0.697 -0.1 0.0 -0.1 -0.03
C -4.572 -3.434 0.128 0.0 0.0 0.0 -0.20
C -1.028 -0.742 -2.198 0.0 0.0 -0.1 -0.65
C 5.512 2.967 -0.996 0.0 0.0 -0.1 -0.23
C 0.851 -1.186 -0.538 0.2 -0.1 -0.2 0.18
C -0.333 -1.620 -1.203 0.1 0.0 0.1 -0.04
C -0.478 5.097 -1.341 0.1 0.0 0.0 0.42
C -0.203 -3.795 -0.130 0.0 -0.1 0.0 -0.29
C -2.859 -4.167 2.154 0.0 0.0 0.1 -0.20
C -2.542 3.776 -1.409 0.1 -0.2 0.0 0.43
C 3.692 1.494 -1.548 -0.1 -0.1 0.1 -0.19
C 2.104 0.734 0.204 0.1 0.0 -0.1 0.16
C 1.576 -2.173 0.193 -0.1 0.1 -0.1 -0.08
C -4.556 -4.747 0.566 0.0 0.0 0.0 -0.24
C 4.785 2.214 -1.941 0.1 0.0 0.0 -0.23
C 3.272 1.486 -0.200 0.0 0.0 0.0 -0.02
C 3.997 2.239 0.750 0.0 0.0 0.1 -0.05
C 1.772 0.751 1.549 0.0 -0.1 0.3 -0.29
C -0.842 -2.887 -0.963 0.0 0.1 -0.1 -0.22
C 1.021 -3.432 0.402 0.0 0.0 0.1 -0.22
C 3.586 2.254 2.109 0.1 0.0 -0.1 -0.26
C -2.872 -2.841 1.719 0.1 -0.1 0.1 0.00
C 5.124 2.976 0.312 0.0 0.0 0.1 -0.19
C -3.743 -1.058 0.190 0.1 0.1 -0.1 -0.66
C 2.496 1.518 2.477 -0.1 -0.1 0.0 -0.20
C 3.004 -1.959 0.625 0.1 0.0 0.0 -0.63
C -1.932 -1.825 2.305 0.0 0.0 0.0 -0.72
C -3.693 -5.117 1.590 0.1 0.0 0.1 -0.24
H 3.563 -1.432 -0.155 0.0 0.0 0.0 0.22
H -4.724 -0.595 0.279 0.0 0.0 0.0 0.23
H -1.509 0.118 -1.730 0.0 0.0 0.0 0.24
H -2.165 -4.449 2.938 0.0 0.0 0.0 0.20
H -5.208 -5.482 0.107 0.0 0.0 0.0 0.20
H -0.323 -0.342 -2.930 0.0 0.0 0.0 0.22
H 5.662 3.567 1.047 0.0 0.0 0.0 0.19
H -3.439 -1.003 -0.855 0.0 0.0 0.0 0.24
H -5.236 -3.140 -0.678 0.0 0.0 0.0 0.20
H -1.797 -1.311 -2.729 0.0 0.0 0.0 0.19
H 3.100 0.920 -2.249 0.0 0.0 0.0 0.23
H 5.089 2.225 -2.982 0.0 0.0 0.0 0.19
H -0.903 -2.125 2.101 0.0 0.0 0.0 0.24
H 0.903 0.200 1.889 0.0 0.0 -0.1 0.21
H -1.770 -3.166 -1.454 0.0 0.0 0.0 0.20
H 6.367 3.550 -1.318 0.0 0.0 0.0 0.19
H -2.292 5.687 -1.947 0.0 0.0 0.0 0.40
H -3.662 -6.143 1.939 0.0 0.0 0.0 0.19
H -0.637 -4.770 0.061 0.0 0.0 0.0 0.20
H 3.115 -1.362 1.531 0.0 0.0 0.0 0.22
H 4.132 2.864 2.820 0.0 0.0 0.0 0.19
H 2.145 1.534 3.504 0.1 0.0 0.0 0.19
H 1.596 -4.151 0.980 0.0 0.0 0.0 0.18
H 3.483 -2.928 0.786 0.0 0.0 0.0 0.19
H -2.073 -1.740 3.383 0.0 0.0 0.0 0.21
```
Positions in Å, forces in eV/Å.

Net charge: -2
Energy above the lowest of the compared OMol25 structures with the same formula, charge and spin, kcal per mole: 0.0
HOMO, eV: -1.460
Electronic energy, eV: -55328.7141
Gap between HOMO and LUMO, eV: 5.634

***

ORCA calculation (the ωB97M-V functional and the def2-TZVPD basis) on a 2-piece molecular cluster, C6H11ClOSi overall in a non-equilibrium geometry.

XYZ file:
```
20
Properties=species:S:1:pos:R:3:forces:R:3:nbo_charge:R:1
Cl 1.498 -1.214 2.118 -0.6 -0.6 0.8 -0.05
Si 0.216 0.325 -0.821 0.4 -0.3 0.8 1.51
O -0.087 2.416 1.306 0.0 0.3 0.1 -0.48
C -1.051 -0.724 3.210 1.8 -1.1 -0.9 -0.53
C -1.005 -1.076 -0.584 0.6 0.6 2.6 -1.14
C 2.055 -0.233 -0.968 -1.6 0.8 -1.8 -1.07
C 0.037 1.339 0.912 -0.3 -2.4 0.7 0.40
C -0.356 1.478 -2.185 2.6 0.5 1.7 -1.11
C -0.044 -0.444 2.412 0.4 3.3 -2.0 -0.19
H -1.007 -1.450 0.526 0.0 0.4 -2.4 0.28
H -0.951 -1.804 -1.331 1.1 -1.8 -0.8 0.25
H -1.124 -1.658 3.682 0.0 -1.2 1.1 0.19
H -0.042 2.500 -1.881 -0.1 -0.5 -0.8 0.25
H 2.678 0.535 -1.451 -0.1 -0.1 0.4 0.24
H -0.005 1.126 -3.122 1.1 0.1 -1.0 0.25
H -1.361 1.453 -2.338 -3.2 0.1 0.2 0.24
H 2.489 -0.652 -0.099 0.3 -0.1 0.7 0.26
H -1.904 -0.137 3.206 -1.4 1.3 0.0 0.21
H -1.976 -0.759 -0.869 -1.3 1.1 0.4 0.24
H 1.938 -1.021 -1.725 0.3 -0.1 0.1 0.23
```
Positions in Å, forces in eV/Å.

Net charge: 0
Energy above the lowest of the compared OMol25 structures with the same formula, charge and spin, kcal per mole: 64.4
HOMO, eV: -7.642
Electronic energy, eV: -28844.7396
Gap between HOMO and LUMO, eV: 8.307

***

ORCA calculation (the ωB97M-V functional and the def2-TZVPD basis) on a 2-piece molecular cluster, C14H16 overall in a non-equilibrium geometry.

XYZ file:
```
30
Properties=species:S:1:pos:R:3:forces:R:3:mulliken_spin:R:1
C -1.485 -1.762 -0.041 0.1 -0.2 -0.2 0.18
C 0.629 -2.610 -1.744 -0.3 -0.7 -0.2 0.21
C -0.438 2.689 1.950 -1.2 -0.2 -0.4 0.01
C -0.162 2.641 -0.542 1.7 -0.1 -0.2 0.01
C -0.274 2.166 3.227 0.7 -0.2 -0.3 -0.03
C 0.395 -3.271 -0.492 -0.6 0.1 1.3 0.34
C -1.223 -1.094 -1.299 -0.2 -0.2 -0.1 0.44
C 0.710 1.206 3.434 -0.3 -0.3 0.3 0.00
C 0.208 2.162 0.823 -0.4 0.7 2.5 0.00
C 1.160 1.191 1.118 0.5 0.0 -2.1 0.00
C -0.689 -2.830 0.301 0.2 -0.2 -0.2 -0.15
C 1.398 0.646 2.367 0.2 1.3 0.3 0.00
C -0.035 -0.983 -3.498 0.9 0.2 -0.2 0.03
C -0.263 -1.642 -2.166 0.6 0.9 0.3 -0.24
H -1.655 -0.124 -1.515 -0.3 -0.1 -0.2 0.04
H -2.349 -1.556 0.577 -0.1 0.3 0.0 0.06
H 0.761 2.820 -1.086 0.4 -0.4 -0.4 0.00
H 1.403 -2.987 -2.406 0.0 0.1 -0.2 0.03
H 1.024 -0.726 -3.633 0.0 0.6 0.5 -0.01
H -0.960 -3.361 1.215 0.3 -0.1 0.0 -0.02
H 0.936 0.915 4.451 -0.1 -0.3 0.0 0.01
H 1.011 -4.043 -0.041 0.2 0.0 -0.5 0.06
H -1.194 3.454 1.784 0.0 0.0 0.1 0.00
H -0.556 3.655 -0.585 -1.0 -0.4 0.3 0.00
H -0.095 -1.636 -4.351 -0.9 -0.7 -0.4 0.01
H 1.760 0.970 0.235 0.1 -0.8 0.3 0.02
H 2.217 -0.035 2.552 -0.1 -0.2 -0.2 0.00
H -0.661 1.813 -1.045 -0.5 0.4 -0.3 -0.01
H -0.669 -0.108 -3.652 0.1 0.0 0.0 0.01
H -0.904 2.440 4.061 0.1 0.5 0.0 0.00
```
Positions in Å, forces in eV/Å.

Net charge: -1
Energy above the lowest of the compared OMol25 structures with the same formula, charge and spin, kcal per mole: 16.8
HOMO (spin up / spin down), eV: 0.838 / -3.328
Electronic energy, eV: -14775.6318
Gap between HOMO and LUMO (spin up / spin down), eV: 2.508 / 6.654
2S+1: 2
⟨S²⟩: 0.7617